(1)
2 unconnected molecules or ions with the total composition C3H7NSi. Source: the OMol25 dataset; level of theory: wB97M-V/def2-TZVPD.

The multiplicity is 1. The total energy is -462.58835 Ha. For the energy above the lowest of the compared OMol25 structures with the same formula, charge and spin, the calculation gives 4.049 eV.

Structure (XYZ):
```
12
Properties=species:S:1:pos:R:3:mulliken_charge:R:1
C 1.866 0.875 -0.157 0.31
C -1.692 1.956 0.512 -0.91
C 0.174 -1.955 0.157 -0.96
N 2.587 1.758 0.098 -0.39
Si 0.823 -0.464 -0.828 0.14
H -1.644 2.977 0.679 0.33
H -2.028 1.471 -0.362 0.31
H -1.259 1.121 1.071 0.27
H 0.626 -1.918 1.107 0.31
H -0.857 -1.997 0.306 0.37
H 0.361 -2.916 -0.434 0.29
H 1.044 -0.909 -2.148 -0.07
```

(2)
A molecular structure, C16H29N5O3. Source: the OMol25 dataset; level of theory: wB97M-V/def2-TZVPD.

The multiplicity is 1. The total energy is -1125.92784 Ha. For the energy above the lowest of the compared OMol25 structures with the same formula, charge and spin, the calculation gives 19.526 eV.

Structure (XYZ):
```
53
Properties=species:S:1:pos:R:3:mulliken_charge:R:1
C 1.343 2.627 -5.651 -0.77
O 0.413 1.828 -4.889 -0.31
C 0.851 0.491 -4.730 -0.56
C -0.111 -0.323 -3.815 -0.63
O -0.026 0.308 -2.497 -0.19
C -0.634 -0.396 -1.344 -0.97
C -0.074 0.264 -0.045 -0.02
O -0.722 1.485 0.338 -0.49
C -0.511 2.548 -0.610 -1.19
H 2.317 2.606 -5.162 0.32
H 1.108 3.690 -5.717 0.27
H 1.398 2.305 -6.691 0.30
H 1.857 0.497 -4.309 0.39
H 0.682 0.015 -5.695 0.40
H 0.207 -1.362 -3.730 0.37
H -1.110 -0.265 -4.247 0.32
H -0.534 -1.481 -1.368 0.36
H -1.702 -0.179 -1.323 0.31
H 1.002 0.436 -0.043 1.35
H -0.069 -0.418 0.805 -0.76
H 0.515 2.835 -0.844 0.37
H -1.091 3.394 -0.241 0.36
H -1.068 2.341 -1.523 0.46
C -0.866 -2.082 1.061 -1.60
C -0.569 -1.127 2.100 1.07
N -0.370 -0.370 2.940 -0.51
H -0.013 -2.475 0.507 0.15
H -1.525 -1.657 0.304 0.30
H -1.419 -2.898 1.525 0.92
C 1.135 1.222 2.701 -0.71
C 2.096 0.522 1.835 0.49
N 2.800 0.004 1.135 -0.56
H 0.313 1.650 2.128 0.07
H 1.584 1.935 3.393 0.50
H 0.526 0.472 3.204 0.20
C -0.702 -2.348 4.353 -0.56
C 0.691 -2.159 4.641 0.17
N 1.791 -1.991 4.957 -0.49
H -1.221 -1.515 4.826 0.24
H -1.156 -3.253 4.757 0.42
H -0.808 -2.431 3.271 0.08
C -3.166 1.539 -0.308 -1.10
C -2.662 0.278 0.333 0.52
N -2.350 -0.721 0.755 -0.47
H -3.355 2.299 0.450 0.34
H -4.193 1.336 -0.612 0.39
H -2.557 1.879 -1.145 0.22
C 2.082 -1.730 2.824 -1.06
C 1.874 -2.084 1.429 0.94
N 1.783 -2.361 0.335 -0.68
H 2.181 -2.711 3.288 0.61
H 1.121 -1.355 3.174 -0.07
H 2.912 -1.114 3.172 0.52
```